(1)
ORCA calculation (ωB97M-V/def2-TZVPD) on 2 unconnected molecules or ions with the total composition C5H11NO.

The geometry in XYZ format:
```
18
C5H11NO (ωB97M-V/def2-TZVPD)
C 2.1212 0.3230 -1.2849
C 1.2600 -0.5867 -0.4520
C 1.1265 -0.4799 1.0228
N 0.0832 0.0212 0.1386
C -1.1560 -0.6664 0.0010
C -2.2118 0.1022 -0.2762
O -2.1204 1.4427 -0.3748
H 1.6468 0.4890 -2.2590
H 3.1147 -0.1045 -1.4506
H 2.2289 1.2942 -0.7917
H 1.1006 -1.5876 -0.8575
H 1.6829 0.2852 1.5628
H 0.9292 -1.3880 1.5919
H -1.2159 -1.7507 0.0878
H -3.2263 -0.2673 -0.3798
H -1.1711 1.6281 -0.2272
H -2.2984 0.0822 2.1051
H -2.6986 0.6631 2.3401
```

HOMO-LUMO gap   9.597 eV
SMILES   C[C@H]1CN1/C=C\O.[H][H]
Total charge   0

=====

(2)
ORCA calculation (ωB97M-V/def2-TZVPD) on a molecular structure, C2H3CdFO in a non-equilibrium geometry.

The geometry in XYZ format:
```
8
C2H3CdFO (ωB97M-V/def2-TZVPD)
H 0.2162 -1.1095 0.2182
O 1.0438 -0.2109 0.4030
C 0.0569 0.6784 0.1266
C -1.1717 1.0501 -0.5712
Cd 2.9515 -0.0285 0.3348
H 0.0567 1.3433 1.0200
H -0.2942 -0.0996 -0.9301
F -1.8683 1.9685 0.0604
```

HOMO-LUMO gap (alpha / beta)   6.504 / 5.183 eV
Total charge   +2

=====

(3)
ORCA calculation (ωB97M-V/def2-TZVPD) on a gas-phase ion, C5H5N2O2S (charge -1) in a non-equilibrium geometry.

The geometry in XYZ format:
```
15
C5H5N2O2S (ωB97M-V/def2-TZVPD)
O -0.5758 -0.5054 -2.3907
C 0.2676 0.3040 -2.0271
O 1.3153 0.6907 -2.5522
C -0.0992 0.9715 -0.6066
S 1.4024 2.1896 -0.1377
N -0.3147 0.0209 0.4056
C 0.3763 -1.1440 0.5797
C -0.1837 -1.7552 1.6623
N -1.1982 -0.9949 2.1608
C -1.2451 0.0563 1.3870
H -0.9623 1.6327 -0.6955
H 1.9048 1.7855 -1.3267
H 1.1745 -1.4295 -0.0735
H 0.0733 -2.6934 2.1155
H -1.9354 0.8712 1.4991
```

HOMO-LUMO gap   8.528 eV
SMILES   O=C([O-])[C@H](S)n1ccnc1
Total charge   -1

=====

(4)
ORCA calculation (ωB97M-V/def2-TZVPD) on a gas-phase ion, C7H14P (charge +1) in a non-equilibrium geometry.

The geometry in XYZ format:
```
22
C7H14P (ωB97M-V/def2-TZVPD)
C 0.6248 1.2357 -1.8713
C -0.1903 0.1844 -2.1463
C 1.1660 1.4014 -0.3995
C -0.6763 -0.7702 -1.0432
C -2.1421 -0.7280 -0.9352
C -0.5553 0.4053 1.8750
C 1.7960 -1.1888 1.0668
P 0.5546 -0.0439 0.4819
H 0.8051 1.9492 -2.6211
H -0.5901 0.0939 -3.1377
H 2.2071 1.6006 -0.2948
H 0.6048 2.2169 0.0996
H -0.2784 -1.8111 -1.1717
H -2.4755 0.2585 -1.2998
H -2.4627 -0.8131 0.0965
H -2.7114 -1.3087 -1.4809
H -0.8400 1.4096 1.7434
H 0.1532 0.3598 2.7465
H -1.4633 -0.1540 1.8696
H 1.2710 -2.0700 1.3091
H 2.2846 -0.7496 1.9123
H 2.6095 -1.2033 0.3550
```

HOMO-LUMO gap   11.064 eV
Total charge   +1

=====

(5)
ORCA calculation (ωB97M-V/def2-TZVPD) on 2 unconnected molecules or ions with the total composition C5H12O.

The geometry in XYZ format:
```
18
C5H12O (ωB97M-V/def2-TZVPD)
C -1.0455 1.1509 1.1351
C 0.4072 -1.5107 1.4504
O 0.7318 -1.2697 0.2093
C -0.0119 -1.1059 -0.8332
C 0.1174 1.6126 0.2525
C 0.6501 -0.7941 -2.1275
H -1.9026 1.8039 0.9517
H -0.7904 1.2098 2.1981
H -1.3956 0.1298 0.9545
H 1.2243 -1.5088 2.1523
H -0.6254 -1.7202 1.7009
H -1.0896 -1.1495 -0.7057
H -0.1852 1.7087 -0.7972
H 0.9984 0.9652 0.2818
H 0.4408 2.5970 0.5970
H 0.7144 -1.6754 -2.7790
H 1.6664 -0.4199 -1.9625
H 0.0955 -0.0235 -2.6786
```

HOMO-LUMO gap (alpha / beta)   8.216 / 7.954 eV
Total charge   0

=====

(6)
ORCA calculation (ωB97M-V/def2-TZVPD) on a single C5H9FN2 molecule in a non-equilibrium geometry.

The geometry in XYZ format:
```
17
C5H9FN2 (ωB97M-V/def2-TZVPD)
H -1.5222 0.0803 -2.3326
N -0.7835 0.6532 -2.6528
C -0.1555 1.0579 -1.6120
N -0.4161 0.7931 -0.2695
C -0.5181 -0.5597 0.2787
C -1.5902 -0.7298 1.2593
C 0.6062 0.3446 0.6273
C 2.0043 0.0434 0.1829
F 2.5666 -0.9172 1.0290
H 0.6902 1.7470 -1.7662
H -0.2816 -1.3706 -0.4220
H -1.6070 0.0159 2.0530
H -2.6187 -0.7247 0.8752
H -1.5752 -1.6084 1.7859
H 0.5008 0.6755 1.6626
H 2.6488 0.8944 0.1799
H 2.0513 -0.3950 -0.8787
```

HOMO-LUMO gap   10.500 eV
SMILES   [H]/N=C\N1[C@H](C)[C@H]1CF
Total charge   0

=====

(7)
ORCA calculation (ωB97M-V/def2-TZVPD) on a molecular structure, C43H48N3O4PS3Sr in a non-equilibrium geometry.

The geometry in XYZ format:
```
103
C43H48N3O4PS3Sr (ωB97M-V/def2-TZVPD)
Sr -0.1277 1.2753 -0.3961
S -3.2349 2.1015 -0.2579
C -3.2494 1.2745 -1.7507
N -2.1918 0.5753 -2.2704
C -2.5457 -0.0669 -3.4553
C -1.7771 -0.9335 -4.2656
C -2.3635 -1.5720 -5.3483
C -3.6977 -1.3590 -5.7210
C -4.4675 -0.5030 -4.9496
C -3.8777 0.1583 -3.8663
S -4.7207 1.1868 -2.7741
H -0.7449 -1.0986 -4.0193
H -1.6872 -2.1979 -5.9571
H -4.0935 -1.8753 -6.5955
H -5.5181 -0.3380 -5.1248
C -4.5898 -0.7510 2.7977
C -3.5511 -1.7007 2.1785
C -3.8176 -1.9096 0.6811
C -2.1883 -1.1177 2.5285
C -1.7766 -1.3403 3.9758
O -0.6056 -2.1979 3.9076
C -0.2420 -2.2842 2.5362
N -1.1109 -1.7331 1.7317
C 0.9533 -3.0757 2.3851
C 1.2484 -3.9186 3.4514
C 2.2255 -4.8916 3.3510
C 2.9857 -4.9360 2.2007
C 2.8303 -3.9914 1.1929
C 1.8393 -3.0069 1.2802
P 1.7024 -1.8239 -0.0606
C 1.1133 -2.9772 -1.3497
C 1.8706 -3.8577 -2.1232
C 1.2528 -4.6170 -3.0996
C -0.1305 -4.5792 -3.2728
C -0.8814 -3.7492 -2.4607
C -0.2868 -2.9972 -1.4584
C 3.4250 -1.3262 -0.3440
C 4.1306 -0.8918 0.7989
C 5.2847 -0.1291 0.6549
C 5.8459 0.0941 -0.6095
C 5.1846 -0.4577 -1.7103
C 3.9859 -1.1567 -1.5925
H -5.5833 -1.1646 2.7561
H -4.5934 0.1689 2.2032
H -4.3407 -0.5067 3.8263
H -3.6240 -2.7072 2.6322
H -3.8057 -0.9722 0.1450
H -4.7701 -2.3753 0.5495
H -3.0724 -2.5532 0.2042
H -2.1977 -0.0275 2.2772
H -2.5257 -1.8284 4.6064
H -1.4439 -0.3876 4.4362
H 0.6532 -3.8513 4.3446
H 2.3138 -5.6371 4.1219
H 3.7404 -5.6944 2.0094
H 3.5407 -3.9497 0.3430
H 2.9662 -3.8856 -1.9913
H 1.8646 -5.3054 -3.6876
H -0.5965 -5.1852 -4.0474
H -1.9502 -3.6697 -2.6327
H -0.8767 -2.3375 -0.8021
H 3.7799 -1.1645 1.8092
H 5.8145 0.1975 1.5349
H 6.7336 0.6945 -0.7723
H 5.6027 -0.4112 -2.7273
H 3.4655 -1.4700 -2.4954
O 1.8051 -0.1760 -4.4486
C 1.3932 0.5881 -3.5369
O 0.4570 0.2482 -2.6597
C 1.9329 1.9773 -3.3381
C 2.6956 2.6495 -4.3147
C 3.1436 3.9310 -4.0252
C 2.8497 4.5050 -2.7878
C 2.1151 3.7419 -1.8391
N 1.5977 2.5511 -2.1563
H 2.9079 2.1770 -5.2949
H 3.7826 4.4858 -4.6925
H 3.1469 5.5123 -2.5249
H 1.9322 4.1030 -0.8152
C 1.9811 2.0079 2.2440
C 1.5189 3.4310 2.0371
O 0.5553 3.5320 1.0011
C -0.2140 4.7459 1.1394
C -0.7655 5.1619 -0.1918
H 2.6714 2.0161 3.0812
H 2.4660 1.6069 1.3485
H 1.1210 1.3831 2.5004
H 2.3999 4.0879 1.7973
H 1.1010 3.8463 2.9716
H 0.4494 5.5354 1.5507
H -1.0258 4.5791 1.8596
H 0.0449 5.5070 -0.8700
H -1.4248 6.0003 -0.0682
H -1.3135 4.3474 -0.6358
C -3.4113 3.4134 3.7253
S -1.7678 2.7612 4.0487
C -1.6285 2.9587 5.8393
H -4.1196 2.8292 4.2926
H -3.6585 3.2664 2.6587
H -3.4906 4.4517 3.9873
H -1.6265 4.0111 6.1455
H -0.6910 2.5174 6.1394
H -2.4257 2.4278 6.3697
```

HOMO-LUMO gap   6.987 eV
Total charge   0

=====

(8)
ORCA calculation (ωB97M-V/def2-TZVPD) on 2 unconnected molecules or ions with the total composition C3H5NO3 in a non-equilibrium geometry.

The geometry in XYZ format:
```
12
C3H5NO3 (ωB97M-V/def2-TZVPD)
C -0.3429 -1.2919 1.1833
C -0.2434 -0.9585 -0.3389
N -1.0294 0.1428 -0.9399
O -1.7745 0.8090 -0.2867
H -0.9964 -0.5293 1.5457
H -0.8240 -2.2167 1.1686
H 0.6144 -1.3718 1.6279
H 0.7327 -0.6135 -0.6637
H -0.4847 -1.7689 -0.9250
O -4.5957 0.8092 -0.0378
C -4.2477 -0.2227 0.2438
O -3.9101 -1.2949 0.3830
```

HOMO-LUMO gap   9.313 eV
SMILES   CCN=O.O=C=O
Total charge   0

=====

(9)
ORCA calculation (ωB97M-V/def2-TZVPD) on a molecular structure, C48H35F5IMnN6O4S3Se.

The geometry in XYZ format:
```
104
C48H35F5IMnN6O4S3Se (ωB97M-V/def2-TZVPD)
Mn -0.6344 -0.7586 1.8592
C 1.4675 -2.8638 4.3822
C 1.3977 -1.3873 4.2698
N 0.6598 -0.6577 3.4493
C 0.9423 0.6648 3.7090
C 1.8660 0.7378 4.7089
N 2.1266 -0.5651 5.0463
C 2.6125 1.8245 5.3922
O 2.3649 3.0575 5.0084
O 3.4080 1.5374 6.2568
C 0.3070 1.7141 2.8684
O 0.5975 2.9056 3.0381
O -0.4850 1.2605 1.9845
H 1.4557 -3.3145 3.3931
H 0.6044 -3.2430 4.9285
H 2.3748 -3.1538 4.9105
H 2.7598 -0.8250 5.7872
H 1.6956 3.0856 4.2513
N 1.1309 -0.7029 0.6321
S 1.6884 -0.7926 -0.6934
N 0.9084 -0.1376 -2.0188
S 0.2434 1.2475 -1.9540
N -0.9499 1.5811 -1.0412
S -2.0941 0.4840 -0.6142
N -1.7565 -0.5696 0.3226
C -2.6428 -0.2293 -2.1524
C -3.2668 0.5189 -3.1384
C -3.6120 -0.1043 -4.3270
C -3.3435 -1.4553 -4.5088
C -2.7386 -2.1935 -3.5023
C -2.3865 -1.5832 -2.3066
C -3.3579 1.6270 -0.1255
C -3.4423 2.9343 -0.5877
C -4.4715 3.7347 -0.1244
C -5.3880 3.2310 0.7929
C -5.2848 1.9272 1.2484
C -4.2661 1.1065 0.7828
C 1.3762 2.5425 -1.5121
C 2.4568 2.7740 -2.3526
C 3.3761 3.7438 -1.9948
C 3.2094 4.4544 -0.8113
C 2.1320 4.1977 0.0227
C 1.1956 3.2335 -0.3233
C -0.1674 1.5621 -3.6550
C -0.0674 0.5690 -4.6119
C -0.4504 0.8685 -5.9131
C -0.9002 2.1398 -6.2346
C -0.9861 3.1272 -5.2593
C -0.6256 2.8388 -3.9556
C 3.3095 -0.0519 -0.8771
C 3.7258 0.7340 0.1833
C 4.9569 1.3733 0.1013
C 5.7555 1.1969 -1.0177
C 5.3271 0.3946 -2.0706
C 4.0925 -0.2273 -2.0098
C 1.8863 -2.4366 -1.3531
C 0.7739 -3.0479 -1.9145
C 0.8379 -4.3918 -2.2402
C 1.9976 -5.1144 -1.9946
C 3.0939 -4.4988 -1.4096
C 3.0400 -3.1534 -1.0749
H -3.4827 1.5677 -2.9850
H -4.1012 0.4631 -5.1075
H -3.6269 -1.9386 -5.4348
H -2.5572 -3.2516 -3.6360
H -1.9520 -2.1376 -1.4823
H -2.6977 3.3261 -1.2669
H -4.5490 4.7596 -0.4615
H -6.1781 3.8698 1.1651
H -5.9780 1.5396 1.9823
H -4.1582 0.0946 1.1548
H 2.5799 2.2032 -3.2646
H 4.2259 3.9409 -2.6342
H 3.9328 5.2101 -0.5350
H 2.0165 4.7390 0.9516
H 0.3603 2.9999 0.3236
H 0.2903 -0.4133 -4.3384
H -0.3916 0.1034 -6.6752
H -1.1873 2.3661 -7.2529
H -1.3390 4.1171 -5.5145
H -0.6965 3.5928 -3.1812
H 3.0825 0.8336 1.0494
H 5.2922 1.9965 0.9198
H 6.7213 1.6820 -1.0714
H 5.9575 0.2580 -2.9397
H 3.7440 -0.8459 -2.8270
H -0.1364 -2.4843 -2.0667
H -0.0272 -4.8813 -2.6666
H 2.0407 -6.1657 -2.2454
H 3.9902 -5.0672 -1.2006
H 3.8839 -2.6772 -0.5943
I -0.9521 -3.3811 1.7108
F -2.8780 -5.8834 6.1098
C -2.8603 -4.6482 5.5988
C -3.7461 -4.2873 4.5993
F -4.6165 -5.1896 4.1324
C -3.7124 -3.0059 4.0771
F -4.5762 -2.7373 3.0910
C -2.8145 -2.0390 4.5136
Se -2.6936 -0.3316 3.6990
C -1.9546 -2.4353 5.5288
F -1.0444 -1.5778 6.0287
C -1.9591 -3.7094 6.0662
F -1.0877 -4.0452 7.0302
```

HOMO-LUMO gap (alpha / beta)   5.444 / 6.188 eV
Spin multiplicity   5
Total charge   0

=====

(10)
ORCA calculation (ωB97M-V/def2-TZVPD) on a single C3H5NO3 molecule in a non-equilibrium geometry.

The geometry in XYZ format:
```
12
C3H5NO3 (ωB97M-V/def2-TZVPD)
C 0.6553 2.7930 -0.4267
N 0.8841 1.5773 -0.5867
O -0.1412 0.8881 0.0948
C 0.0165 -0.4596 -0.0405
O 0.7709 -1.0383 -0.7509
O -0.9181 -0.9700 0.7556
C -0.9920 -2.4213 0.7591
H -0.2014 3.2111 0.1604
H 1.3470 3.4512 -0.9251
H -0.0965 -2.8659 1.1828
H -1.1728 -2.7570 -0.2657
H -1.8372 -2.5917 1.4074
```

HOMO-LUMO gap   11.807 eV
SMILES   C=NOC(=O)OC
Total charge   0

=====

(11)
ORCA calculation (ωB97M-V/def2-TZVPD) on a molecular structure, C41H32AsIrN5O7S.

The geometry in XYZ format:
```
88
C41H32AsIrN5O7S (ωB97M-V/def2-TZVPD)
Ir -0.0568 1.0750 -0.9088
C 3.7045 0.9626 1.2475
C 3.4121 1.7036 2.3795
C 2.1593 2.2840 2.5236
C 1.2134 2.1179 1.5236
N 1.5111 1.4019 0.4162
C 2.7138 0.8368 0.2904
C -0.1476 2.6598 1.5146
C -0.6789 3.4317 2.5450
C -1.9863 3.8786 2.4687
C -2.7562 3.5544 1.3537
C -2.2311 2.7843 0.3275
C -0.9139 2.3198 0.3904
H 4.6613 0.4953 1.0480
H 4.1599 1.8410 3.1512
H 1.9161 2.8665 3.4003
H 2.8721 0.3069 -0.6267
H -0.0769 3.6854 3.4091
H -2.4012 4.4805 3.2673
H -3.7825 3.8978 1.2911
H -2.8456 2.5200 -0.5210
C -3.1877 3.0371 -6.0651
C -2.4111 2.8476 -4.7965
C -1.4220 3.7499 -4.4151
C -0.7067 3.4574 -3.2741
N -1.0070 2.3924 -2.5517
C -1.9596 1.5585 -2.9951
S -2.0687 0.1806 -1.9353
N -2.6890 1.7503 -4.0910
H -3.2935 4.0917 -6.3169
H -4.1687 2.5759 -5.9744
H -2.6592 2.5461 -6.8845
H -1.1852 4.6171 -5.0140
H 0.1089 4.0742 -2.9181
O 1.7877 -2.2449 0.4076
N 1.3318 -2.1951 -0.6999
O 0.7983 -1.3744 -1.3732
O 1.0075 1.5164 -4.4007
C 1.8238 1.1943 -3.5514
O 1.5597 1.0766 -2.2780
C 3.2604 0.9253 -3.9047
C 3.7843 1.3504 -5.1259
C 5.1366 1.1366 -5.3822
C 5.9802 0.5337 -4.4617
C 5.4519 0.1096 -3.2309
C 4.0850 0.2913 -2.9993
N 6.2320 -0.4449 -2.2373
O 7.4618 -0.6606 -2.4532
O 5.6866 -0.7207 -1.0973
H 3.1374 1.8383 -5.8419
H 5.5518 1.4676 -6.3277
H 7.0320 0.3831 -4.6533
H 3.7069 -0.0951 -2.0755
O -0.8748 -0.3876 1.1103
As -1.3482 -1.7354 1.9269
C -0.0670 -2.1422 3.2864
C 1.1693 -1.5174 3.1913
C 2.1358 -1.7707 4.1559
C 1.8592 -2.6393 5.2014
C 0.6177 -3.2588 5.2946
C -0.3522 -3.0107 4.3349
C -3.0266 -1.4089 2.7946
C -4.0224 -2.3654 2.9332
C -5.2182 -2.0263 3.5541
C -5.4119 -0.7360 4.0250
C -4.4161 0.2217 3.8751
C -3.2215 -0.1090 3.2557
C -1.5687 -3.2937 0.8463
C -2.4921 -3.2250 -0.1961
C -2.6626 -4.3169 -1.0320
C -1.9131 -5.4687 -0.8255
C -0.9870 -5.5305 0.2049
C -0.8057 -4.4384 1.0441
H 1.3688 -0.8393 2.3681
H 3.1028 -1.2907 4.0849
H 2.6146 -2.8367 5.9513
H 0.4064 -3.9315 6.1159
H -1.3250 -3.4847 4.4112
H -3.8757 -3.3717 2.5568
H -5.9999 -2.7672 3.6591
H -6.3476 -0.4720 4.5007
H -4.5748 1.2325 4.2275
H -2.4568 0.6455 3.0983
H -3.0564 -2.3151 -0.3724
H -3.3669 -4.2625 -1.8507
H -2.0422 -6.3185 -1.4834
H -0.3917 -6.4225 0.3479
H -0.0628 -4.4763 1.8311
```

HOMO-LUMO gap (alpha / beta)   3.894 / 5.485 eV
Spin multiplicity   5
Total charge   -1

=====

- Number 3 is which compound?
  C5H5N2O2S

=====

- Among the records above, which one has the highest total charge?
  C2H3CdFO

=====

- Which formula does entry 7 have?
  C43H48N3O4PS3Sr

=====

- Number 10 is which compound?
  C3H5NO3